1.
ORCA calculation (wB97M-V/def2-TZVPD) on a cluster of 2 separate species, C2HClFN3S in total.

Structure (ORCA input):
```
! RIJCOSX wB97M-V def2-TZVPD def2/J DEFGRID3
* xyz 0 1
C 1.3364 0.8715 1.3314
C -0.7066 -0.5226 -0.9150
N 1.0676 -1.1560 0.5943
N -1.8412 -0.2493 -0.4702
N 0.1927 -1.1824 -0.1483
F -0.2349 -0.3203 -2.2606
S 0.3882 1.7414 0.5068
Cl 2.2119 1.1323 2.6555
H -2.4140 -0.3145 -1.2938
*
```

HOMO-LUMO gap (alpha / beta), eV: 7.39 / 7.41
ΔE to the lowest compared entry with this formula, charge and spin, kcal/mol: 17.59
Highest occupied orbital energy (alpha / beta), eV: -8.00 / -8.00

=====

2.
ORCA calculation (wB97M-V/def2-TZVPD) on an isolated molecule of C5H13NO.

Structure (ORCA input):
```
! RIJCOSX wB97M-V def2-TZVPD def2/J DEFGRID3
* xyz 0 1
C 2.7143 0.2152 0.6584
C 1.5190 0.1076 -0.2936
C 0.2778 0.9062 0.2063
C -0.9993 0.2515 -0.4686
N -2.2903 0.9899 -0.0341
C -1.1097 -1.2583 -0.1510
O -2.1863 -1.9322 -0.8274
H 3.5580 -0.0757 -0.1852
H 2.6271 -0.5646 1.4198
H 2.9126 1.0957 1.1522
H 1.2082 -0.9234 -0.4540
H 1.7471 0.5232 -1.3503
H 0.4986 2.0539 -0.0651
H 0.2564 0.6585 1.3937
H -1.0339 0.4526 -1.5365
H -2.8723 0.3369 0.3356
H -2.2455 1.7729 0.6275
H -1.2908 -1.4036 0.9009
H -0.1956 -1.9100 -0.5098
H -3.0954 -1.2962 -0.8190
*
```

HOMO-LUMO gap, eV: 10.27
ΔE to the lowest compared entry with this formula, charge and spin, kcal/mol: 71.65
Highest occupied orbital energy, eV: -9.31

=====

3.
ORCA calculation (wB97M-V/def2-TZVPD) on a structure of composition C9H21ClILaO5P2.

Structure (ORCA input):
```
! RIJCOSX wB97M-V def2-TZVPD def2/J DEFGRID3
* xyz 2 1
C -0.8252 -1.6892 -1.2532
C 0.4392 -1.0571 -1.7836
H -0.9928 -2.6335 -1.8013
H -1.7110 -1.0479 -1.4205
H -0.7374 -1.9246 -0.1723
O 1.5799 -1.3188 -1.3472
I 1.3173 3.0339 -0.0350
La -0.8301 1.1234 1.3229
P 0.2442 0.2167 -3.1044
C 1.7976 1.0258 -3.4167
C -0.2613 -0.6638 -4.5761
H -1.8378 0.8539 -2.0247
H -1.4076 1.8443 -3.4435
H -0.5359 2.1067 -1.8939
C -1.0079 1.3537 -2.5469
H -1.2968 -1.0189 -4.4680
H -0.1938 0.0450 -5.4147
H 1.7924 1.3876 -4.4573
H 2.5894 0.2750 -3.2929
H 0.4300 -1.5023 -4.7431
H 1.9368 1.8669 -2.7226
C 1.6837 -0.2532 0.7296
O 2.8308 -0.2473 0.7079
Cl -3.3351 1.1876 0.6120
C -0.6372 -3.0648 4.7331
O 0.0245 -1.7858 4.5636
P 0.2119 -1.1331 3.0957
O 0.3277 0.5846 3.4458
C 0.5848 1.1399 4.7639
O -1.4340 -0.9482 2.5994
C -2.5634 -0.7674 3.5409
H -0.4384 -3.3258 5.7758
H -0.2146 -3.8361 4.0691
H -1.7222 -2.9986 4.5640
H 0.0821 0.5507 5.5373
H 1.6571 1.1882 4.9506
H 0.1615 2.1453 4.7336
H -3.3026 -1.5393 3.2795
H -2.2278 -0.8868 4.5806
H -2.9985 0.2349 3.3681
*
```

HOMO-LUMO gap, eV: 7.59
Highest occupied orbital energy, eV: -14.86

=====

4.
ORCA calculation (wB97M-V/def2-TZVPD) on a cluster of 2 separate species, C4H10NO in total.

Structure (ORCA input):
```
! RIJCOSX wB97M-V def2-TZVPD def2/J DEFGRID3
* xyz 1 1
C -0.5949 1.0077 1.2001
C -0.7647 -0.2000 0.6436
O -0.0790 -1.3074 1.1043
C -1.8176 -0.5291 -0.3779
H -1.3680 1.7365 1.0014
H 0.1833 1.1223 1.9453
H -0.7137 -1.8996 1.5317
H -2.2054 0.3852 -0.8261
H -1.4067 -1.1796 -1.1493
H -2.6433 -1.0318 0.1377
C 2.2058 -0.2146 -0.9050
N 1.6050 0.9012 -0.8649
H 2.8376 -0.5363 -1.7304
H 2.0448 -0.9447 -0.1127
H 0.7393 1.0006 -0.2093
H 1.9775 1.6897 -1.3886
*
```

HOMO-LUMO gap, eV: 8.61
ΔE to the lowest compared entry with this formula, charge and spin, kcal/mol: 46.49
Highest occupied orbital energy, eV: -13.80

=====

5.
ORCA calculation (wB97M-V/def2-TZVPD) on a cluster of 5 separate species, C25H44N2O10 in total.

Structure (ORCA input):
```
! RIJCOSX wB97M-V def2-TZVPD def2/J DEFGRID3
* xyz 0 1
C -3.6744 -1.5314 -0.8438
N -3.3168 -1.8424 -2.2438
C -3.7389 -0.7972 -3.1611
C -2.9326 0.4872 -2.9430
O -1.5357 0.2055 -3.0665
C -0.7532 1.2990 -3.2938
O 0.2153 1.2345 -4.0162
C -1.1609 2.5571 -2.5726
C -1.7654 3.6191 -3.1926
C -2.1642 4.7465 -2.5262
N -1.9971 4.8764 -1.2131
C -1.3978 3.8507 -0.6345
C -0.9705 2.6897 -1.2169
H -4.6359 -0.9914 -0.8645
H -3.7386 -2.4532 -0.2725
H -2.9707 -0.8241 -0.4027
H -3.8899 -2.6452 -2.4798
H -4.7873 -0.4962 -2.9867
H -3.6088 -1.0769 -4.2072
H -3.2714 1.1987 -3.6967
H -3.1975 0.8638 -1.9538
H -1.9490 3.5641 -4.2613
H -2.6594 5.5345 -3.0797
H -1.2594 3.9144 0.4459
H -0.5078 1.9033 -0.6404
C 3.7534 5.6876 -0.2141
C 2.5338 6.2330 0.4996
O 1.4652 5.2813 0.5188
C 1.3494 4.3225 1.4460
C 2.5098 4.0178 2.3536
O 0.3445 3.6594 1.4841
H 4.1622 4.8138 0.2944
H 4.5333 6.4474 -0.2717
H 3.4896 5.3768 -1.2254
H 2.7631 6.5795 1.5083
H 2.1457 7.0939 -0.0428
H 3.1025 3.2206 1.9032
H 2.1228 3.6791 3.3120
H 3.1514 4.8702 2.5630
C 4.1734 -0.8805 2.7910
C 4.8459 -0.3187 1.5561
O 5.0661 1.0943 1.6753
C 6.1315 1.6553 2.2675
C 7.0452 0.8037 3.1160
O 6.3027 2.8428 2.1773
H 4.7976 -0.7666 3.6789
H 3.9562 -1.9402 2.6559
H 3.2396 -0.3517 2.9867
H 5.7701 -0.8402 1.3113
H 4.1906 -0.4390 0.6978
H 6.7155 0.8551 4.1528
H 8.0521 1.2076 3.0411
H 7.0982 -0.2361 2.8014
C 0.8283 -2.7172 -2.1744
C 1.9932 -1.8814 -2.6602
O 3.0360 -1.8005 -1.6756
C 4.0096 -2.7132 -1.5326
C 3.8912 -4.0453 -2.2321
O 4.9232 -2.4691 -0.7893
H 1.1238 -3.7513 -1.9894
H 0.0235 -2.7138 -2.9093
H 0.4445 -2.3197 -1.2347
H 2.3891 -2.2310 -3.6147
H 1.6632 -0.8563 -2.8199
H 3.4260 -4.7598 -1.5545
H 4.8927 -4.3895 -2.4797
H 3.3296 -4.0082 -3.1624
C -8.0142 -5.0708 2.6933
C -6.7876 -5.4038 1.8700
O -6.1405 -4.2235 1.3861
C -5.2376 -3.5264 2.0993
C -5.0815 -3.8069 3.5748
O -4.6251 -2.6453 1.5609
H -7.7570 -4.5021 3.5871
H -8.5272 -5.9824 3.0011
H -8.7039 -4.4592 2.1115
H -6.0838 -6.0387 2.4102
H -7.0847 -5.9580 0.9811
H -5.7218 -3.1254 4.1331
H -4.0448 -3.6242 3.8471
H -5.3074 -4.8321 3.8587
*
```

HOMO-LUMO gap, eV: 9.43
Highest occupied orbital energy, eV: -8.84

=====

6.
ORCA calculation (wB97M-V/def2-TZVPD) on a cluster of 29 separate species, C36H44Cl84N4O5S in total.

Structure (ORCA input):
```
! RIJCOSX wB97M-V def2-TZVPD def2/J DEFGRID3
* xyz 0 1
N 1.9809 3.1023 3.4626
N 1.7739 1.9358 4.2600
C 1.5189 0.7869 3.7567
N 1.3301 0.4751 2.4380
C 0.5544 -0.7886 2.4309
C -0.5923 -0.9510 1.4231
O -1.4260 -0.0230 1.2579
O -0.5797 -2.0276 0.8688
C 0.2331 -0.9838 3.8948
N 1.3516 -0.3180 4.5916
C 2.5099 -1.2181 4.6460
C 3.7868 -0.5988 5.1825
C 4.7046 0.0573 4.1384
C 5.0341 -0.7867 2.9128
S 4.6830 0.0540 1.3810
O 5.8068 -0.0301 0.5454
O 4.2744 1.3968 1.6297
O 3.4899 -0.7267 0.7147
H 2.6326 2.8394 2.7245
H 1.0948 3.2558 2.9848
H 1.8437 2.0427 5.2632
H 2.2759 0.3244 2.0967
H 1.2602 -1.5509 2.1344
H 0.0661 -1.9958 4.2136
H -0.6493 -0.4166 4.1770
H 2.6768 -1.7109 3.6980
H 2.2425 -2.0117 5.3232
H 3.5198 0.1942 5.8722
H 4.3245 -1.3165 5.7805
H 5.6335 0.2733 4.6457
H 4.2791 1.0184 3.8870
H 4.5917 -1.7707 2.9153
H 6.0970 -0.9546 2.8906
H 2.8797 -0.1066 0.2666
C -0.1283 -4.0493 -1.4657
Cl 0.2456 -3.0235 -2.8496
Cl -1.3011 -5.2944 -1.9061
Cl 1.3482 -4.7848 -0.8219
H -0.5587 -3.4261 -0.6868
C -2.3797 4.4309 1.6514
Cl -2.2813 2.6795 1.4750
Cl -0.7724 5.1737 1.5463
Cl -3.4506 5.0856 0.4155
H -2.7949 4.6603 2.6234
C -2.9265 0.1488 -2.2088
Cl -4.1825 1.2662 -1.6656
Cl -3.6128 -1.4019 -2.6877
Cl -2.0328 0.8312 -3.5867
H -2.2426 -0.0131 -1.3789
C -7.0918 -1.5404 -0.7099
Cl -8.3836 -0.5561 -0.0132
Cl -7.4766 -3.2507 -0.4835
Cl -6.8481 -1.1657 -2.4119
H -6.1747 -1.3222 -0.1770
C -6.5810 -2.2699 -6.0898
Cl -6.5378 -4.0067 -6.4027
Cl -4.9523 -1.6073 -6.0016
Cl -7.5316 -1.4367 -7.3224
H -7.0590 -2.1134 -5.1366
C 0.9684 1.6792 -1.2142
Cl 2.3509 2.1942 -2.1700
Cl 0.8764 -0.0880 -1.1647
Cl 1.0786 2.3106 0.4181
H 0.0691 2.0716 -1.6732
C -7.9690 2.4602 2.0640
Cl -8.6949 3.5146 3.2785
Cl -8.8633 2.5034 0.5493
Cl -6.2859 2.9025 1.7750
H -8.0013 1.4442 2.4359
C -11.9012 -1.0723 0.0984
Cl -13.3783 -1.3871 -0.8170
Cl -12.0771 0.3826 1.0818
Cl -11.4782 -2.4541 1.1072
H -11.0954 -0.9108 -0.6049
C 3.3554 -4.8636 2.3540
Cl 1.7931 -5.6648 2.4844
Cl 3.1647 -3.2685 1.6274
Cl 4.1356 -4.7389 3.9427
H 3.9942 -5.4521 1.7095
C -0.7104 -4.8972 6.0170
Cl -1.2459 -4.3990 7.6213
Cl -1.5895 -4.0351 4.7624
Cl 1.0307 -4.6560 5.8287
H -0.9213 -5.9511 5.8981
C 3.4056 -0.6502 -4.9537
Cl 3.4695 -0.4388 -6.7027
Cl 1.7526 -0.5141 -4.3625
Cl 4.1057 -2.2012 -4.4851
H 3.9919 0.1370 -4.4975
C 0.4727 -0.6121 -9.8043
Cl -0.2167 0.2661 -8.4374
Cl -0.4263 -0.2698 -11.2844
Cl 2.1772 -0.2110 -10.0064
H 0.3980 -1.6713 -9.5989
C 6.4422 -0.7491 -10.0899
Cl 5.1732 0.3785 -9.6198
Cl 5.7529 -2.3190 -10.5056
Cl 7.3809 -0.1037 -11.4363
H 7.1081 -0.8816 -9.2479
C 5.3513 4.5725 -1.4126
Cl 5.3647 4.7900 -3.1653
Cl 3.7202 4.7769 -0.7778
Cl 5.9723 2.9840 -0.9683
H 5.9940 5.3235 -0.9738
C 1.9464 -4.7636 -9.9443
Cl 2.1821 -3.6015 -8.6414
Cl 0.6848 -5.9238 -9.5316
Cl 1.5595 -3.9267 -11.4508
H 2.8713 -5.3054 -10.0857
C 0.8419 7.9451 -1.0945
Cl 1.4574 9.5992 -1.0410
Cl 1.4873 6.9929 0.2426
Cl -0.9199 7.9379 -1.0723
H 1.1715 7.4918 -2.0196
C 10.7989 -0.4778 -9.5104
Cl 9.5719 0.2986 -8.5046
Cl 10.4125 -2.1815 -9.7533
Cl 10.9629 0.3526 -11.0572
H 11.7453 -0.4147 -8.9920
C 8.3662 5.7310 -5.3559
Cl 6.8215 5.8623 -6.1963
Cl 8.3634 6.6981 -3.8789
Cl 8.6899 4.0336 -5.0020
H 9.1480 6.1063 -6.0013
C 8.4232 0.8484 6.8076
Cl 7.4540 -0.6045 6.5390
Cl 8.8008 1.6299 5.2737
Cl 7.5855 1.9612 7.8870
H 9.3509 0.5523 7.2772
C 8.2520 0.3000 -2.4136
Cl 8.0408 -1.4258 -2.7053
Cl 9.9657 0.7104 -2.2991
Cl 7.4693 1.2492 -3.6748
H 7.7818 0.5425 -1.4692
C 3.9199 0.9512 -13.6972
Cl 3.0178 -0.5618 -13.7862
Cl 4.3768 1.4984 -15.3125
Cl 2.9827 2.1917 -12.8632
H 4.8255 0.7730 -13.1319
C -4.5620 -1.2679 4.9735
Cl -3.1193 -0.7362 4.1109
Cl -4.8860 -2.9626 4.6158
Cl -4.3929 -1.0050 6.7124
H -5.4034 -0.6863 4.6222
C -9.3400 -3.4996 4.2571
Cl -8.0091 -2.9793 5.2892
Cl -10.7519 -2.4709 4.5197
Cl -8.8567 -3.4890 2.5603
H -9.6007 -4.5099 4.5268
C -4.0547 -5.6349 10.0465
Cl -3.6283 -4.9420 11.6127
Cl -5.4353 -6.7216 10.1996
Cl -4.3818 -4.3658 8.8697
H -3.2102 -6.2112 9.6932
C 4.0683 10.3094 2.2415
Cl 5.5566 11.2477 2.3721
Cl 4.3282 8.8466 1.2955
Cl 3.4370 9.9150 3.8413
H 3.3323 10.9138 1.7291
C -13.4531 0.1551 4.9550
Cl -14.5402 -0.3959 6.2316
Cl -14.3292 0.4262 3.4523
Cl -12.5939 1.6137 5.4512
H -12.7217 -0.6206 4.7798
C -13.1550 -5.6838 4.4750
Cl -11.6640 -5.6189 3.5305
Cl -13.4622 -7.3275 5.0311
Cl -13.0917 -4.5643 5.8368
H -13.9714 -5.3852 3.8319
C 1.1314 2.8601 8.6834
Cl 2.7350 3.5355 8.9561
Cl 1.2048 1.5434 7.4960
Cl 0.4222 2.2878 10.1850
H 0.4982 3.6391 8.2815
*
```

HOMO-LUMO gap, eV: 8.34
Highest occupied orbital energy, eV: -8.70